C7H14ClNO2 | ωB97M-V/def2-TZVPD

* E_tot: -25588.032 eV
* SMILES: COC#[N+][O-].CC(C)(C)CCl
* gap between HOMO and LUMO (alpha / beta): 8.95 / 8.95 eV
* lowest unoccupied orbital energy (alpha / beta): 0.34 / 0.34 eV
* molar mass: 179.6 g/mol
* relative energy (zero: lowest compared OMol25 entry of this formula, charge and spin): 3.3883 eV
* net charge: 0
* multiplicity: 1

Positions of all 25 atoms, in Å:
C (-4.4138, -0.7333, 1.5842)
O (-3.5866, -0.4344, 0.4035)
C (-2.4608, -0.9513, -0.0075)
N (-2.0860, -1.9189, -0.5795)
O (-1.2576, -2.5031, -1.2776)
H (-4.8631, 0.1765, 1.7093)
H (-3.9084, -1.1801, 2.3702)
H (-5.0503, -1.5400, 1.3158)
C (2.0486, 0.2508, -1.8452)
C (1.6896, 0.6090, -0.2850)
C (1.8702, 2.0908, 0.0161)
C (2.5303, -0.3716, 0.6574)
C (0.1869, 0.2499, -0.1870)
Cl (-0.5561, 0.1614, 1.3704)
H (3.1102, 0.2815, -2.2758)
H (1.3809, 0.9151, -2.3470)
H (1.7804, -0.7380, -1.9636)
H (2.8060, 2.4441, -0.2669)
H (1.7089, 2.2462, 1.0831)
H (1.1176, 2.6751, -0.5967)
H (2.2675, -0.2033, 1.7209)
H (2.2921, -1.4270, 0.4210)
H (3.5883, -0.2918, 0.4308)
H (0.1768, -0.7288, -0.5986)
H (-0.3716, 0.9211, -0.8521)



C45H123Cl6N5O19 | ωB97M-V/def2-TZVPD

* E_tot: -170132.219 eV
* gap between HOMO and LUMO: 8.72 eV
* lowest unoccupied orbital energy: 0.19 eV
* molar mass: 1251.2 g/mol
* net charge: 0
* multiplicity: 1

Positions of all 198 atoms, in Å:
Cl (-4.1418, 1.0070, 6.6494)
C (-3.2719, 1.1209, 5.0618)
C (-2.7217, -0.1798, 4.4277)
Cl (-4.0778, -1.3431, 4.0620)
H (-2.4431, 1.7901, 5.2923)
H (-3.9622, 1.4455, 4.2832)
H (-2.0619, -0.7058, 5.1177)
H (-2.0910, 0.1589, 3.6058)
Cl (0.7861, -1.6830, -2.4632)
C (0.3819, -2.6076, -0.9260)
C (0.9555, -4.0276, -1.0715)
Cl (2.7057, -3.9413, -1.4492)
H (-0.7073, -2.5684, -0.9187)
H (0.7768, -2.0139, -0.1016)
H (0.6092, -4.6577, -1.8907)
H (0.8911, -4.7086, -0.2228)
Cl (-4.5785, -4.1584, -3.2898)
C (-3.2971, -4.5223, -2.0911)
C (-2.3288, -5.4977, -2.6991)
Cl (-1.3465, -4.7909, -4.0018)
H (-3.6464, -5.0669, -1.2139)
H (-2.7139, -3.6274, -1.8740)
H (-2.7908, -6.4350, -3.0091)
H (-1.6603, -5.7343, -1.8714)
C (2.1293, 1.7939, 0.3319)
O (2.7604, 2.7565, 1.0310)
H (1.7252, 2.1939, -0.5980)
H (2.8501, 0.9848, 0.2149)
H (1.3968, 1.3487, 1.0053)
H (2.4174, 2.7925, 1.9269)
C (0.1792, 4.3635, 3.5963)
O (1.1188, 3.6534, 4.3600)
H (0.7432, 4.9546, 2.8746)
H (-0.4942, 3.6808, 3.0782)
H (-0.3291, 5.1145, 4.2010)
H (1.3869, 4.2709, 5.0444)
C (0.8907, 0.3648, 4.1051)
O (0.2113, -0.4559, 3.1872)
H (0.2312, 1.1152, 4.5410)
H (1.4295, -0.1026, 4.9293)
H (1.6996, 0.8609, 3.5688)
H (0.6484, -1.3087, 3.1291)
C (-5.0911, -2.4049, 0.5721)
O (-5.4062, -3.7636, 0.4827)
H (-5.6690, -1.7775, 1.2507)
H (-4.0867, -2.2536, 0.9676)
H (-5.1140, -2.0222, -0.4483)
H (-4.8401, -4.1106, 1.1760)
C (-4.6459, 4.2879, 0.7543)
O (-4.4666, 2.8830, 0.5876)
H (-5.6330, 4.4806, 0.3341)
H (-4.5950, 4.6883, 1.7669)
H (-4.0464, 4.7646, -0.0213)
H (-3.7083, 2.4818, 1.0184)
C (-1.4748, 0.8821, 0.1197)
O (-1.8201, -0.0564, 1.1253)
H (-1.7024, 0.4365, -0.8487)
H (-2.1308, 1.7507, 0.1753)
H (-0.4608, 1.2729, 0.0345)
H (-1.2258, 0.0340, 1.8738)
C (-7.1592, 2.6584, -1.7140)
O (-6.2181, 1.6336, -1.2888)
H (-6.6578, 3.3680, -2.3722)
H (-8.0559, 2.2972, -2.2175)
H (-7.4929, 3.2585, -0.8675)
H (-5.5284, 2.1911, -0.9212)
C (2.3633, 4.2466, -4.1765)
O (3.2782, 3.6453, -5.1010)
H (1.5213, 4.6571, -4.7340)
H (1.7860, 3.4340, -3.7354)
H (2.9146, 4.9484, -3.5508)
H (2.8797, 3.0402, -5.7307)
C (-0.1993, 0.6231, -5.9721)
O (0.6588, 1.4825, -6.7650)
H (-0.3872, 1.2503, -5.1007)
H (-1.1538, 0.2561, -6.3492)
H (0.3844, -0.1985, -5.5569)
H (1.1385, 0.9575, -7.4099)
C (0.1767, 5.9466, -7.0758)
O (0.2534, 6.6655, -5.8848)
C (0.3877, 8.1135, -6.2138)
C (0.5591, 8.8913, -4.8940)
N (1.6137, 8.4315, -4.0727)
C (1.4937, 8.8635, -2.7288)
C (2.5167, 8.0223, -1.8537)
O (1.9300, 6.7368, -1.8145)
C (2.5090, 5.9054, -0.8196)
H (1.0890, 5.9638, -7.6721)
H (-0.5962, 6.3636, -7.7215)
H (-0.1872, 4.9439, -6.8515)
H (-0.5276, 8.5384, -6.6259)
H (1.2453, 8.2781, -6.8661)
H (-0.3687, 8.8035, -4.3287)
H (0.6477, 9.9663, -5.0513)
H (1.6425, 7.4220, -4.0734)
H (0.5220, 8.5562, -2.3424)
H (1.5687, 9.9451, -2.6165)
H (2.6846, 8.3415, -0.8251)
H (3.4952, 8.0167, -2.3339)
H (3.5982, 5.9445, -0.8055)
H (2.0406, 4.9212, -0.8131)
H (2.3245, 6.3715, 0.1483)
C (3.2735, -7.0625, 0.1552)
O (3.8892, -5.8511, 0.4317)
C (5.3060, -5.7877, 0.0466)
C (5.8620, -4.5240, 0.6497)
N (5.7659, -3.5672, -0.4378)
C (6.3799, -2.3538, -0.0514)
C (6.2835, -1.3090, -1.1437)
O (4.9402, -0.9140, -1.1269)
C (4.6685, -0.0977, -2.2833)
H (2.7413, -7.1170, -0.7944)
H (2.6390, -7.4755, 0.9394)
H (4.0517, -7.8232, 0.2164)
H (5.3929, -6.0983, -0.9946)
H (5.8757, -6.5479, 0.5811)
H (6.9098, -4.5665, 0.9471)
H (5.3088, -4.2243, 1.5398)
H (4.8042, -3.4389, -0.7187)
H (7.4401, -2.5484, 0.1105)
H (5.7598, -1.9316, 0.7393)
H (6.5863, -1.5485, -2.1630)
H (6.8048, -0.4171, -0.7960)
H (4.5837, -0.6189, -3.2369)
H (5.4822, 0.6229, -2.3651)
H (3.7226, 0.4110, -2.0971)
C (-3.3181, 0.3667, -4.0475)
O (-2.7383, 1.6656, -3.9211)
C (-2.9790, 2.5903, -5.0370)
C (-2.1699, 3.8860, -4.6645)
N (-2.6682, 4.5866, -3.5739)
C (-1.5863, 5.4421, -3.0593)
C (-1.7651, 5.9165, -1.6470)
O (-1.5028, 4.7815, -0.8409)
C (-1.3867, 5.0098, 0.5096)
H (-2.8042, -0.1907, -4.8306)
H (-4.3999, 0.2578, -4.1240)
H (-3.1594, -0.1255, -3.0880)
H (-4.0287, 2.7587, -5.2773)
H (-2.5937, 2.1781, -5.9695)
H (-2.1030, 4.4482, -5.5959)
H (-1.2390, 3.4355, -4.3202)
H (-2.8282, 3.8758, -2.8745)
H (-1.3403, 6.2823, -3.7087)
H (-0.5927, 5.0004, -3.1340)
H (-2.8280, 6.1456, -1.7243)
H (-1.1391, 6.7863, -1.4479)
H (-0.3374, 5.1182, 0.7839)
H (-1.6976, 4.1098, 1.0402)
H (-2.0445, 5.8123, 0.8433)
C (3.5788, -3.4262, 7.6967)
O (3.6010, -2.3472, 6.8348)
C (4.8532, -1.8867, 6.4031)
C (4.6347, -0.8542, 5.3322)
N (3.8074, -1.2612, 4.2029)
C (4.1376, -2.3727, 3.3407)
C (2.8427, -2.6366, 2.4116)
O (1.5941, -2.6928, 3.1812)
C (1.6332, -3.8614, 4.0197)
H (4.5006, -3.9819, 7.5251)
H (2.7161, -4.0856, 7.6014)
H (3.6294, -3.0163, 8.7054)
H (5.5157, -2.6559, 6.0063)
H (5.4178, -1.5084, 7.2553)
H (5.6190, -0.5202, 5.0042)
H (4.1095, 0.0157, 5.7268)
H (2.9190, -1.5208, 4.6071)
H (4.3547, -3.3363, 3.8016)
H (4.8965, -2.2278, 2.5718)
H (2.9467, -3.5132, 1.7722)
H (2.7684, -1.8288, 1.6837)
H (0.8204, -3.9002, 4.7449)
H (2.4202, -4.0264, 4.7557)
H (1.4406, -4.7142, 3.3687)
C (-4.2214, -9.1026, 1.9411)
O (-4.9133, -7.8826, 2.2462)
C (-4.6246, -7.1680, 3.4378)
C (-4.8422, -5.7076, 3.3039)
N (-3.8868, -5.0902, 2.3776)
C (-2.6802, -4.6029, 3.0141)
C (-1.5124, -4.4419, 2.0354)
O (-1.5166, -5.5058, 1.0370)
C (-1.0487, -6.8049, 1.4481)
H (-3.1625, -8.9836, 1.7114)
H (-4.7555, -9.6032, 1.1335)
H (-4.1675, -9.8136, 2.7655)
H (-3.6127, -7.4120, 3.7612)
H (-5.3389, -7.3064, 4.2494)
H (-4.6821, -5.1452, 4.2238)
H (-5.8572, -5.3752, 3.0859)
H (-3.5762, -5.8404, 1.7768)
H (-2.4440, -5.3973, 3.7221)
H (-2.8992, -3.7827, 3.6978)
H (-0.6157, -4.3866, 2.6525)
H (-1.7747, -3.4901, 1.5735)
H (-1.2609, -6.9645, 2.5052)
H (0.0276, -6.6840, 1.3252)
H (-1.4482, -7.6075, 0.8281)